Formula: C2H4O2Rb
Source: the Open Molecules 2025 dataset
Level of theory: ωB97M-V/def2-TZVPD

```
9
C2H4O2Rb (ωB97M-V/def2-TZVPD)
H 0.541 -2.260 1.704
C 0.952 -1.220 2.935
O 0.016 -0.319 3.015
H 1.470 -1.651 3.812
C 1.999 -1.043 1.213
O 0.910 -1.639 0.543
H 2.804 -1.780 1.371
H 2.509 -0.150 0.816
Rb -1.101 0.518 -0.237
```

Values from the calculation:
E_HOMO (spin up / spin down) in eV: -5.7 / -6.1
ΔE to the lowest compared entry with this formula, charge and spin in kJ/mol: 311.1
2S+1: 2
Expectation value of S²: 0.76
E in hartree: -252.963747
Frontier orbital gap (spin up / spin down) in eV: 4.69 / 5.06
Maximum force in eV Å⁻¹: 4.18



Formula: C2H4O2S
Source: the Open Molecules 2025 dataset
Level of theory: ωB97M-V/def2-TZVPD

```
9
C2H4O2S (ωB97M-V/def2-TZVPD)
C 1.173 0.761 0.395
C -0.408 0.562 0.135
H 1.284 -0.403 -1.324
H 1.468 1.852 0.297
H 1.343 0.273 1.658
H 0.387 -1.232 0.252
O 2.062 -0.362 -0.350
O -1.373 1.387 -0.300
S -0.911 -1.039 0.071
```

Values from the calculation:
E_HOMO in eV: -10.1
ΔE to the lowest compared entry with this formula, charge and spin in kJ/mol: 457.1
E in hartree: -627.110045
Frontier orbital gap in eV: 9.80
Maximum force in eV Å⁻¹: 7.88



Formula: C2H4O2S
Source: the Open Molecules 2025 dataset
Level of theory: ωB97M-V/def2-TZVPD

```
9
C2H4O2S (ωB97M-V/def2-TZVPD)
C 0.545 0.005 0.022
C -0.313 1.156 -0.114
O -1.055 -1.901 0.173
O 0.466 -1.171 0.135
S 2.777 0.434 -0.016
H -0.741 1.140 -1.119
H 0.238 2.082 0.026
H -1.140 1.069 0.592
H -0.777 -2.813 0.300
```

Values from the calculation:
E_HOMO (spin up / spin down) in eV: -9.2 / -8.4
ΔE to the lowest compared entry with this formula, charge and spin in kJ/mol: 614.3
E in hartree: -627.050166
Frontier orbital gap (spin up / spin down) in eV: 8.49 / 6.48
Maximum force in eV Å⁻¹: 4.23



Formula: C2H4O2S2
Source: the Open Molecules 2025 dataset
Level of theory: ωB97M-V/def2-TZVPD

```
10
C2H4O2S2 (ωB97M-V/def2-TZVPD)
O -0.921 1.728 0.297
C -0.719 0.444 0.373
S -2.182 -0.475 0.453
C 0.657 -0.357 -0.380
O 0.848 -1.669 -0.023
S 2.223 0.534 -0.139
H -0.213 2.209 -0.086
H -2.814 0.111 -0.547
H 0.402 -2.152 -0.696
H 2.720 -0.372 0.749
```

Values from the calculation:
E_HOMO (spin up / spin down) in eV: -7.8 / -7.9
ΔE to the lowest compared entry with this formula, charge and spin in kJ/mol: 370.6
E in hartree: -1025.324308
Frontier orbital gap (spin up / spin down) in eV: 7.48 / 7.83
SMILES: O/C(S)=C(/O)S
Maximum force in eV Å⁻¹: 5.73



Formula: C2H4O2S2
Source: the Open Molecules 2025 dataset
Level of theory: ωB97M-V/def2-TZVPD

```
10
C2H4O2S2 (ωB97M-V/def2-TZVPD)
C 0.057 0.867 -0.440
C -0.648 0.393 0.832
O 0.986 -2.411 -1.360
O 1.331 0.381 -0.487
S -0.741 -1.430 0.709
S 1.175 -1.722 -0.125
H -0.535 0.557 -1.318
H 0.121 1.965 -0.443
H -0.075 0.643 1.724
H -1.671 0.757 0.908
```

Values from the calculation:
E_HOMO in eV: -10.0
ΔE to the lowest compared entry with this formula, charge and spin in kJ/mol: 193.9
E in hartree: -1025.391584
Frontier orbital gap in eV: 9.21
Maximum force in eV Å⁻¹: 3.42



Formula: C2H4O2S2
Source: the Open Molecules 2025 dataset
Level of theory: ωB97M-V/def2-TZVPD

```
10
C2H4O2S2 (ωB97M-V/def2-TZVPD)
C -1.150 -0.300 -0.590
C -1.461 0.423 0.439
O 1.619 1.588 0.051
O 1.698 -1.329 1.240
S 2.265 0.629 -0.856
S 2.228 -1.281 -0.107
H -0.952 -1.355 -0.533
H -0.934 0.056 -1.498
H -1.721 1.507 0.409
H -1.592 0.063 1.444
```

Values from the calculation:
E_HOMO (spin up / spin down) in eV: -9.7 / -9.7
ΔE to the lowest compared entry with this formula, charge and spin in kJ/mol: 313.0
E in hartree: -1025.346244
Frontier orbital gap (spin up / spin down) in eV: 8.07 / 8.02
Maximum force in eV Å⁻¹: 3.88



Formula: C2H4O2Si
Source: the Open Molecules 2025 dataset
Level of theory: ωB97M-V/def2-TZVPD

```
9
C2H4O2Si (ωB97M-V/def2-TZVPD)
O 2.358 -1.064 -0.021
C 1.591 -0.185 -0.305
Si -0.070 0.387 0.546
C -1.689 -0.119 -0.401
O -2.293 -1.064 0.045
H 2.014 0.377 -1.199
H 0.241 1.837 0.991
H -0.121 -0.576 1.652
H -2.033 0.407 -1.308
```

Values from the calculation:
E_HOMO in eV: -9.3
ΔE to the lowest compared entry with this formula, charge and spin in kJ/mol: 302.5
E in hartree: -518.492662
Frontier orbital gap in eV: 8.97
SMILES: O=C[SiH2]C=O
Maximum force in eV Å⁻¹: 2.55



Formula: C2H4O2Si
Source: the Open Molecules 2025 dataset
Level of theory: ωB97M-V/def2-TZVPD

```
9
C2H4O2Si (ωB97M-V/def2-TZVPD)
O 1.096 0.504 0.162
Si 0.165 -0.688 0.254
C -0.343 -2.549 0.389
C -1.343 -1.619 0.531
H -0.352 -3.571 0.289
H -2.356 -1.778 0.559
O 1.117 3.216 -1.111
H 1.563 3.845 -0.429
H 0.453 2.640 -0.644
```

Values from the calculation:
E_HOMO in eV: -10.1
ΔE to the lowest compared entry with this formula, charge and spin in kJ/mol: 321.5
E in hartree: -518.485427
Frontier orbital gap in eV: 9.83
SMILES: O=[si]1cc1.O
Maximum force in eV Å⁻¹: 5.50



Formula: C2H4O2Tl
Source: the Open Molecules 2025 dataset
Level of theory: ωB97M-V/def2-TZVPD

```
9
C2H4O2Tl (ωB97M-V/def2-TZVPD)
H 1.831 -1.754 -1.025
O -1.015 1.440 -0.040
C -2.228 1.223 0.105
C -2.739 0.014 0.648
H -2.961 2.004 -0.172
H -3.812 -0.177 0.642
H -2.056 -0.745 1.034
O 2.086 -1.071 -0.397
Tl 0.872 0.389 0.466
```

Values from the calculation:
E_HOMO (spin up / spin down) in eV: -8.1 / -7.7
ΔE to the lowest compared entry with this formula, charge and spin in kJ/mol: 64.1
2S+1: 2
Expectation value of S²: 0.78
E in hartree: -401.441146
Frontier orbital gap (spin up / spin down) in eV: 8.54 / 4.90
Maximum force in eV Å⁻¹: 2.57



Formula: C2H4O3
Source: the Open Molecules 2025 dataset
Level of theory: ωB97M-V/def2-TZVPD

```
9
C2H4O3 (ωB97M-V/def2-TZVPD)
C -1.988 0.386 0.328
C 2.017 -1.421 0.201
O -1.455 -0.591 -0.051
O 1.001 0.730 -0.765
O 2.106 -0.248 -0.012
H -1.881 0.717 1.386
H -2.510 1.050 -0.362
H 1.441 -2.238 -0.198
H 1.270 1.615 -0.526
```

Values from the calculation:
E_HOMO (spin up / spin down) in eV: -8.7 / -9.2
ΔE to the lowest compared entry with this formula, charge and spin in kJ/mol: 668.3
E in hartree: -304.087142
Frontier orbital gap (spin up / spin down) in eV: 8.80 / 9.29
Maximum force in eV Å⁻¹: 3.70



Formula: C2H4O3
Source: the Open Molecules 2025 dataset
Level of theory: ωB97M-V/def2-TZVPD

```
9
C2H4O3 (ωB97M-V/def2-TZVPD)
C 0.050 0.383 0.132
C 1.396 -0.093 -0.076
O -0.426 1.358 0.637
O -2.447 -0.410 -0.430
O -1.147 -0.893 -0.190
H 1.980 -0.010 0.893
H 1.481 -1.005 -0.538
H 1.933 0.509 -0.742
H -2.820 0.161 0.314
```

Values from the calculation:
E_HOMO in eV: -9.6
ΔE to the lowest compared entry with this formula, charge and spin in kJ/mol: 424.4
E in hartree: -304.180032
Frontier orbital gap in eV: 10.09
Maximum force in eV Å⁻¹: 5.44



Formula: C2H4O3P
Source: the Open Molecules 2025 dataset
Level of theory: ωB97M-V/def2-TZVPD

```
10
C2H4O3P (ωB97M-V/def2-TZVPD)
C 0.913 1.377 1.458
C -1.044 -0.620 -1.038
O -0.092 2.020 1.610
O 1.993 1.106 1.886
O -1.557 -1.618 -0.006
P 0.497 0.084 -0.513
H -0.590 -1.397 -1.758
H -2.209 -1.153 0.525
H 1.575 -0.784 -0.564
H 0.513 0.986 -1.601
```

Values from the calculation:
E_HOMO in eV: -2.9
ΔE to the lowest compared entry with this formula, charge and spin in kJ/mol: 464.6
E in hartree: -645.627473
Frontier orbital gap in eV: 6.96
Total charge: -1
Maximum force in eV Å⁻¹: 2.46



Formula: C2H4O3S
Source: the Open Molecules 2025 dataset
Level of theory: ωB97M-V/def2-TZVPD

```
10
C2H4O3S (ωB97M-V/def2-TZVPD)
C -0.132 1.114 -0.332
C -0.138 -0.263 0.216
O 0.212 0.800 -1.739
O 0.625 -0.547 -1.546
O 0.716 -0.773 1.121
S -1.646 -1.141 0.269
H -1.124 1.586 -0.050
H 0.744 1.699 -0.063
H 1.622 -0.501 1.254
H -0.879 -1.974 0.870
```

Values from the calculation:
E_HOMO in eV: -8.3
ΔE to the lowest compared entry with this formula, charge and spin in kJ/mol: 495.3
E in hartree: -702.304908
Frontier orbital gap in eV: 8.66
Maximum force in eV Å⁻¹: 3.86



Formula: C2H4O3S2
Source: the Open Molecules 2025 dataset
Level of theory: ωB97M-V/def2-TZVPD

```
11
C2H4O3S2 (ωB97M-V/def2-TZVPD)
C 0.120 0.328 -1.249
C -0.149 -0.748 -0.219
O -0.091 0.677 2.086
O 2.077 -0.138 1.092
O 0.566 1.276 -0.260
S -2.045 -0.892 0.396
S 0.723 0.283 0.955
H 0.903 -0.018 -1.849
H -0.692 0.851 -1.720
H 0.247 -1.637 -0.500
H -1.660 0.018 1.268
```

Values from the calculation:
E_HOMO in eV: -9.9
ΔE to the lowest compared entry with this formula, charge and spin in kJ/mol: 181.1
E in hartree: -1100.625493
Frontier orbital gap in eV: 10.40
Maximum force in eV Å⁻¹: 4.63



Formula: C2H4O3S2
Source: the Open Molecules 2025 dataset
Level of theory: ωB97M-V/def2-TZVPD

```
11
C2H4O3S2 (ωB97M-V/def2-TZVPD)
C 0.308 0.414 1.153
C 0.026 -0.049 -0.247
O 2.975 -1.232 -0.951
O 4.192 -1.173 1.112
O 1.410 0.703 1.553
S 4.371 1.258 -0.446
S 3.756 -0.500 -0.026
H -0.595 0.403 1.742
H 0.540 0.442 -1.045
H -0.917 0.137 -0.607
H 0.458 -1.086 -0.589
```

Values from the calculation:
E_HOMO (spin up / spin down) in eV: -6.5 / -10.5
ΔE to the lowest compared entry with this formula, charge and spin in kJ/mol: 225.7
2S+1: 3
Expectation value of S²: 2.01
E in hartree: -1100.480881
Frontier orbital gap (spin up / spin down) in eV: 5.48 / 7.63
Maximum force in eV Å⁻¹: 6.55



Formula: C2H4O3Zn
Source: the Open Molecules 2025 dataset
Level of theory: ωB97M-V/def2-TZVPD

```
10
C2H4O3Zn (ωB97M-V/def2-TZVPD)
O 0.157 -0.527 -1.729
C -0.347 -0.611 -0.662
Zn -2.027 0.475 0.858
O -0.091 0.165 0.405
O -1.611 -1.029 -0.408
H -1.921 -1.785 -0.931
C 1.235 0.724 0.578
H 1.151 1.379 1.449
H 1.927 -0.109 0.731
H 1.528 1.318 -0.292
```

Values from the calculation:
E_HOMO in eV: -21.6
ΔE to the lowest compared entry with this formula, charge and spin in kJ/mol: 0.0
E in hartree: -2082.834770
Frontier orbital gap in eV: 7.55
Total charge: +2
Maximum force in eV Å⁻¹: 4.43



Formula: C2H4O4
Source: the Open Molecules 2025 dataset
Level of theory: ωB97M-V/def2-TZVPD

```
10
C2H4O4 (ωB97M-V/def2-TZVPD)
C 0.204 -1.102 -1.123
C -0.194 -0.685 0.258
O 0.006 -1.349 1.267
O -0.800 0.535 0.191
O -0.574 1.175 1.469
O 0.487 2.157 1.331
H 0.587 -0.233 -1.668
H 1.016 -1.831 -1.060
H -0.650 -1.532 -1.649
H -0.082 2.864 0.983
```

Values from the calculation:
E_HOMO in eV: -10.8
ΔE to the lowest compared entry with this formula, charge and spin in kJ/mol: 561.4
E in hartree: -379.384627
Frontier orbital gap in eV: 11.36
SMILES: CC(=O)OOO
Maximum force in eV Å⁻¹: 2.95



Formula: C2H4O4
Source: the Open Molecules 2025 dataset
Level of theory: ωB97M-V/def2-TZVPD

```
10
C2H4O4 (ωB97M-V/def2-TZVPD)
O -2.225 -0.627 0.005
C -1.071 -0.932 0.073
C 0.001 0.031 0.581
O -0.178 1.262 0.795
O 1.076 -0.621 1.021
H -0.662 -1.886 -0.300
H 1.666 0.009 1.466
O 0.265 0.616 -1.381
H -0.059 1.439 -0.612
H 1.187 0.709 -1.648
```

Values from the calculation:
E_HOMO in eV: -10.4
ΔE to the lowest compared entry with this formula, charge and spin in kJ/mol: 234.7
E in hartree: -379.509051
Frontier orbital gap in eV: 10.31
SMILES: O=CC(=O)O.O
Maximum force in eV Å⁻¹: 3.52



Formula: C2H4O4
Source: the Open Molecules 2025 dataset
Level of theory: ωB97M-V/def2-TZVPD

```
10
C2H4O4 (ωB97M-V/def2-TZVPD)
O -1.766 1.138 -0.084
C -1.376 0.180 0.521
C -0.269 -0.774 -0.015
O -0.078 -1.133 -1.137
O 0.489 -1.322 0.911
H -1.612 -0.222 1.590
H 1.218 -1.877 0.671
O 1.147 1.223 -0.438
H 1.466 2.061 -0.795
H 0.780 0.726 -1.223
```

Values from the calculation:
E_HOMO in eV: -10.3
ΔE to the lowest compared entry with this formula, charge and spin in kJ/mol: 158.6
E in hartree: -379.538031
Frontier orbital gap in eV: 10.17
SMILES: O=CC(=O)O.O
Maximum force in eV Å⁻¹: 3.95



Formula: C2H4O4P
Source: the Open Molecules 2025 dataset
Level of theory: ωB97M-V/def2-TZVPD

```
11
C2H4O4P (ωB97M-V/def2-TZVPD)
C -0.731 -1.006 0.607
C 0.290 -0.794 -0.304
O 2.789 0.427 -0.421
O 1.395 0.784 1.792
O -1.511 1.836 -0.878
O -0.449 1.317 -1.632
P 1.538 0.321 0.370
H -1.309 -1.987 0.467
H -0.889 -0.493 1.482
H 0.529 -1.445 -1.103
H -1.651 1.042 -0.379
```

Values from the calculation:
E_HOMO (spin up / spin down) in eV: -2.8 / -2.8
ΔE to the lowest compared entry with this formula, charge and spin in kJ/mol: 610.2
E in hartree: -720.845222
Frontier orbital gap (spin up / spin down) in eV: 6.60 / 6.61
Total charge: -1
Maximum force in eV Å⁻¹: 5.35